Formula: CH7N3O2
Source: OMol25
Level of theory: ωB97M-V/def2-TZVPD

Each atom is followed by the atoms it is bonded to, with distances in Å.
Cartesian coordinates (Å):
1 C 0.04896 -1.75763 0.71215  N4 1.462, H11 1.090, H12 1.094, H13 1.089
2 N -1.24101 -0.07479 -0.20409  N4 1.301, O5 1.388
3 N 0.69377 1.22842 0.01167  O6 1.409, H9 1.025
4 N -0.25772 -0.89704 -0.42870  C1 1.462, N2 1.301, H10 1.074
5 O -1.59284 0.47494 -1.42887  N2 1.388, H7 0.967
6 O 1.42148 2.42944 0.12307  N3 1.409, H8 0.965
7 H -2.18004 1.19850 -1.17079  O5 0.967
8 H 1.30209 2.84041 -0.74196  O6 0.965
9 H 0.83570 0.84978 0.95369  N3 1.025
10 H 0.57861 -0.33920 -0.80654  N4 1.074
11 H -0.67738 -2.56846 0.76098  C1 1.090
12 H 0.02582 -1.20858 1.65862  C1 1.094
13 H 1.04257 -2.17581 0.56077  C1 1.089

Computed properties:
- Spin multiplicity: 1
- Energy: -9709.417 eV
- LUMO (alpha / beta): 1.0 / 0.2 eV
- ΔE to the lowest compared entry with this formula, charge and spin: 133.81 kcal per mole
- E_HOMO (alpha / beta): -9.06 / -7.49 eV

Formula: CH7N3S
Source: OMol25
Level of theory: ωB97M-V/def2-TZVPD

Each atom is followed by the atoms it is bonded to, with distances in Å.
Cartesian coordinates (Å):
1 C 2.26824 0.24216 -1.44852  H6 1.089, H7 1.151, H8 1.105, H11 1.141
2 N -1.39924 -0.66394 2.21940  N4 1.338, H9 1.011, H10 0.995
3 N -0.96827 0.43711 0.29079  N4 1.161, S5 1.791
4 N -0.68431 0.06377 1.35291  N2 1.338, N3 1.161
5 S -2.61819 0.14795 -0.34394  N3 1.791, H12 1.325
6 H 1.76033 -0.41118 -0.74132  C1 1.089
7 H 1.58443 0.35904 -2.36647  C1 1.151
8 H 3.16428 -0.37945 -1.62535  C1 1.105
9 H -0.86554 -1.03443 2.99337  N2 1.011
10 H -2.27702 -1.10015 2.04829  N2 0.995
11 H 2.58093 1.27592 -1.08028  C1 1.141
12 H -2.54564 1.06320 -1.29889  S5 1.325

Computed properties:
- Spin multiplicity: 3
- Energy: -16448.495 eV
- LUMO (alpha / beta): 0.7 / -2.9 eV
- E_HOMO (alpha / beta): -4.98 / -8.21 eV